# 1
Formula: C10H16FO6
Source: the OMol25 dataset
Level of theory: ωB97M-V/def2-TZVPD

Geometry as XYZ:
```
33
Properties=species:S:1:pos:R:3:mulliken_charge:R:1
F -2.9631 -5.2365 -2.2904 -0.295
O -2.9012 -1.9204 -1.4770 -0.205
O -3.2877 -2.0401 0.7740 -0.523
O -0.3438 0.9668 -0.9189 -0.340
O -3.3446 -3.9196 -0.5197 -0.310
O 1.8537 4.1694 3.1016 -0.706
O 2.5930 4.4092 0.7609 -0.723
C -2.7390 -2.9119 -2.4712 -0.455
C 2.6446 0.1648 0.3710 -0.465
C 1.1444 0.1289 1.0237 -0.462
C 3.2064 2.1333 2.2389 -0.475
C 3.5840 1.4274 0.8106 -0.517
C 2.5108 3.6428 2.0484 0.414
C -3.5094 -4.0590 -1.9126 0.321
C -3.1844 -2.5822 -0.3137 0.623
C 0.1216 1.3020 0.4357 -0.414
C -1.8016 1.1720 -1.0277 -0.483
H 2.4894 0.2559 -0.8094 0.138
H 1.1267 0.0667 2.2110 0.352
H 0.6539 -0.8997 0.6660 0.170
H -2.1365 2.1837 -0.5430 0.333
H -2.4520 0.3255 -0.5457 0.157
H 3.6751 2.1956 -0.0990 0.308
H 4.2469 2.3628 2.7783 0.301
H 4.6888 0.9934 0.9383 0.276
H 2.6097 1.4580 2.9898 0.152
H -4.5762 -4.0463 -2.1602 0.276
H 3.2213 -0.8700 0.5135 0.294
H -0.8399 1.2566 1.1370 0.258
H -2.0394 1.1942 -2.1949 0.168
H -3.1360 -2.5726 -3.4318 0.261
H -1.6735 -3.1352 -2.5906 0.289
H 0.5582 2.3846 0.5070 0.281
```

The calculation puts the highest occupied orbital energy at -0.142 Ha. As for the total energy: -941.82220 Ha. As for the max |F|: 0.149 hartree/bohr. The net charge is -1.

***

# 2
Formula: C10H16N2
Source: the OMol25 dataset
Level of theory: ωB97M-V/def2-TZVPD

Geometry as XYZ:
```
28
Properties=species:S:1:pos:R:3:mulliken_charge:R:1
N 0.3330 0.8815 0.2324 0.125
N -2.4155 -0.5337 0.6690 -0.191
C -1.8330 0.8353 2.6653 -0.311
C -0.2444 2.2722 0.3381 -1.137
C 0.5389 0.5909 2.6219 -0.766
C 1.0317 -2.5906 -2.9029 -1.104
C 0.6104 0.1529 1.3007 0.567
C 0.4950 0.3673 -1.0868 -0.284
C 1.4182 -1.1239 -2.8350 -0.573
C 1.3754 -0.5754 -1.5093 -0.262
C -1.9561 0.3781 1.4371 0.339
C -0.5648 1.0982 3.2376 -0.598
H 0.7667 -0.5373 -3.5308 0.360
H 2.4875 -0.9949 -3.2183 0.314
H -0.5021 1.4031 4.2578 0.493
H 0.4246 3.0241 -0.1541 0.373
H 0.0954 0.9828 -1.8638 0.432
H 0.0619 -2.7769 -2.4728 0.331
H 2.0818 -0.9558 -0.7196 0.368
H -1.2895 2.2598 0.1925 0.529
H 1.9074 -3.1287 -2.4399 0.338
H 1.3301 0.7963 3.3351 0.397
H -0.0618 2.5236 1.3449 0.488
H 0.9652 -0.8934 1.2038 0.407
H 0.9277 -2.8212 -3.9051 0.355
H -2.6018 -1.3874 1.0659 0.264
H -2.7490 1.2461 3.0603 0.463
H -2.6331 -0.4929 -0.3239 0.284
```

The calculation puts the highest occupied orbital energy at -0.621 Ha. As for the total energy: -499.34541 Ha. As for the max |F|: 0.097 hartree/bohr. The net charge is +2. Its SMILES is CC/C=C/[N+](C)=C/C=C\C=C=[NH2+].

***

# 3
Formula: C10H16N2O3
Source: the OMol25 dataset
Level of theory: ωB97M-V/def2-TZVPD

Geometry as XYZ:
```
31
Properties=species:S:1:pos:R:3:mulliken_charge:R:1
O 2.3720 2.3393 0.2336 -0.489
O 2.1262 1.0733 -1.5346 -0.551
O -1.1750 -1.5463 -1.1883 -0.710
N 0.5962 -0.7119 -0.0787 0.187
N -2.6268 0.7093 -1.0026 -0.532
C -3.7858 0.3583 -0.1984 -0.595
C 1.3231 -1.9596 -0.2870 -0.586
C 1.3452 0.2902 0.6281 0.111
C 2.4636 -0.4718 1.2977 -0.886
C -3.2884 -0.2288 1.1450 -0.742
C -1.4258 0.5963 -0.1351 0.392
C -1.9680 0.6126 1.3005 -0.673
C 2.7255 -1.6480 0.3168 -0.739
C 1.9546 1.1956 -0.3600 0.150
C -0.6787 -0.6901 -0.4578 0.219
H 2.0894 -1.0077 2.2086 0.363
H -2.5159 0.1003 -1.8037 0.377
H -0.6162 1.3884 -0.3019 0.178
H 0.8070 -2.7776 0.2439 0.344
H 1.3038 -2.0873 -1.3729 0.331
H 3.3604 0.1582 1.4951 0.392
H 0.7233 0.8377 1.3509 0.397
H 3.0430 -2.4552 0.9486 0.395
H -2.0775 1.6585 1.6500 0.336
H -3.1041 -1.3180 1.0494 0.250
H -3.9218 -0.0364 1.9889 0.435
H -4.4506 -0.3472 -0.7030 0.344
H 3.5596 -1.4828 -0.3816 0.323
H 2.9596 2.7794 -0.4287 0.360
H -4.2531 1.3290 0.0592 0.309
H -1.2699 0.0193 1.9827 0.313
```

The calculation puts the highest occupied orbital energy at -0.316 Ha. As for the total energy: -725.88852 Ha. As for the max |F|: 0.051 hartree/bohr. Its SMILES is O=C(O)[C@@H]1CCCN1C(=O)[C@@H]1CCCN1.

***

# 4
Formula: C10H16N2O3S
Source: the OMol25 dataset
Level of theory: ωB97M-V/def2-TZVPD

Geometry as XYZ:
```
32
Properties=species:S:1:pos:R:3:mulliken_charge:R:1
S -0.8501 -1.7843 -0.8885 1.026
O -2.8484 0.0320 -0.4988 -0.455
O -0.7859 -2.8287 0.1485 -0.626
O -1.6908 -2.2061 -2.0202 -0.663
N -1.4978 -0.2629 -0.1934 0.179
N 3.7044 -2.5917 -1.6072 -0.663
C -0.1031 3.4266 2.1817 -0.495
C 0.8779 -1.2408 -1.2827 -0.627
C -1.0704 -0.1730 1.2533 -0.913
C -2.3989 1.8303 1.9587 -0.325
C 2.9865 -1.8987 -2.5977 -0.328
C -2.5273 3.1518 2.3032 -0.469
C -1.4228 3.9858 2.3807 -0.492
C -1.1489 1.3360 1.5403 0.252
C 1.5136 -2.1911 -2.2835 -0.725
C -0.0226 2.1116 1.7514 -0.319
H 1.4480 -1.3004 -0.3331 0.322
H 3.4165 -3.5606 -1.5112 0.246
H 0.8352 3.9307 2.4810 0.323
H -1.5064 4.9849 2.7070 0.405
H 3.5071 -2.1873 -0.7602 0.272
H 1.0892 -0.2506 -1.6616 0.394
H -3.4734 3.4763 2.6277 0.414
H -2.9738 0.8509 -1.0743 0.357
H -0.0686 -0.6434 1.3136 0.479
H 0.9230 1.7706 1.5963 0.488
H 3.3640 -2.2060 -3.6214 0.284
H 3.2300 -0.7661 -2.4767 0.278
H 1.5042 -3.2352 -1.9992 0.386
H -3.3291 1.2472 1.8526 0.349
H 0.9894 -2.1197 -3.2794 0.287
H -1.6711 -0.6882 1.9930 0.359
```

The calculation puts the highest occupied orbital energy at -0.343 Ha. As for the total energy: -1123.91227 Ha. As for the max |F|: 0.065 hartree/bohr. Its SMILES is NCCCS(=O)(=O)N(O)Cc1ccccc1.